[1]
One molecule with the formula C5H12NO. Source: OMol25; level of theory: ωB97M-V with the def2-TZVPD basis set.

Each line ends with the Löwdin spin population.
Atoms and positions in Å:
1 O -1.998 -0.492 -1.422  0.35
2 C -0.992 0.116 -1.091  0.46
3 C 0.182 -0.623 -0.235  0.06
4 C 0.173 -0.104 1.197  0.03
5 C 0.598 1.416 1.324  0.01
6 C 1.713 1.867 0.312  0.00
7 N -0.024 -2.077 -0.268  0.00
8 H -1.206 1.166 -0.950  0.04
9 H 1.056 -0.425 -0.857  0.02
10 H -0.862 -0.070 1.332  0.00
11 H 0.826 -0.734 1.790  0.01
12 H 1.009 1.636 2.345  0.00
13 H -0.212 2.078 1.282  0.00
14 H 2.482 1.198 -0.170  0.00
15 H 1.235 2.196 -0.607  0.00
16 H 2.200 2.826 0.660  0.00
17 H 0.457 -2.764 -0.987  0.01
18 H -1.053 -2.318 -0.412  0.00
19 H 0.169 -2.350 0.787  0.00

Properties
HOMO-LUMO gap (alpha / beta): 3.85 / 7.48 eV
multiplicity: 2
electronic energy: -327.51754 hartree
E_LUMO (alpha / beta): 0.0 / -0.1 eV
highest occupied orbital energy (alpha / beta): -3.88 / -7.57 eV

[2]
An isolated ion of composition C5H12NO and charge +1. Source: OMol25; level of theory: ωB97M-V with the def2-TZVPD basis set.

Each line ends with the Löwdin charge.
Atoms and positions in Å:
1 C 1.398 -0.062 1.140  -0.07
2 C 0.658 0.048 -0.205  -0.33
3 C 1.131 -1.137 -1.107  -0.07
4 C -0.966 0.107 -0.274  -0.17
5 N -1.317 1.613 -0.393  0.19
6 C -1.698 -0.601 0.975  -0.15
7 O -1.454 -0.062 2.004  0.10
8 H 2.435 -0.330 1.096  0.08
9 H 0.983 -0.900 1.678  0.08
10 H 1.302 0.725 1.849  0.07
11 H 1.078 0.964 -0.939  0.17
12 H 1.446 -0.754 -2.108  0.10
13 H 0.338 -1.777 -1.333  0.05
14 H 2.002 -1.655 -0.639  0.10
15 H -1.271 -0.433 -1.201  0.14
16 H -0.482 2.045 -0.888  0.17
17 H -2.038 1.912 -1.118  0.20
18 H -1.374 1.906 0.606  0.17
19 H -2.170 -1.611 0.858  0.15

Properties
HOMO-LUMO gap: 10.70 eV
electronic energy: -327.38013 hartree
E_LUMO: -4.0 eV
total charge: +1
highest occupied orbital energy: -14.70 eV

Energy relative to the best compared isomer or geometry (same formula, charge and spin), respectively: 287.6, 208.6 kJ/mol.
Largest force on an atom, respectively: 5.183, 3.190 eV/A.